# 1
{
  "formula": "C23H31N4O",
  "method": "ωB97M-V/def2-TZVPD",
  "species": ["C", "C", "C", "C", "N", "C", "C", "C", "N", "C", "C", "H", "H", "H", "H", "H", "H", "H", "H", "H", "H", "H", "H", "H", "H", "H", "H", "C", "N", "C", "C", "N", "C", "C", "C", "C", "C", "C", "C", "C", "C", "C", "C", "O", "H", "H", "H", "H", "H", "H", "H", "H", "H", "H", "H", "H", "H", "H", "H"],
  "xyz": [[3.141, -2.178, -0.923], [1.971, -3.034, -0.439], [0.716, -2.226, -0.117], [0.768, -1.618, 1.278], [-0.023, -2.106, 2.175], [-0.096, -1.351, 3.410], [1.287, -0.983, 3.886], [2.001, -0.169, 2.832], [1.646, -0.612, 1.496], [2.547, -0.136, 0.440], [3.624, -1.160, 0.099], [3.974, -2.841, -1.177], [2.839, -1.645, -1.836], [1.725, -3.767, -1.220], [2.274, -3.627, 0.438], [0.517, -1.454, -0.872], [-0.140, -2.911, -0.090], [-0.677, -0.414, 3.303], [-0.589, -2.019, 4.123], [1.241, -0.408, 4.812], [1.869, -1.893, 4.072], [1.742, 0.896, 2.941], [3.090, -0.251, 2.970], [1.961, 0.111, -0.455], [3.021, 0.782, 0.807], [3.957, -1.669, 1.016], [4.498, -0.628, -0.295], [-3.788, -5.503, 4.981], [-4.629, -4.325, 5.063], [-5.492, -4.139, 6.132], [-6.250, -3.056, 5.852], [-5.827, -2.564, 4.626], [-6.460, -1.435, 3.979], [-4.797, -3.320, 4.163], [-4.285, -3.255, 2.790], [-2.992, -3.871, 2.484], [-2.744, -4.313, 1.231], [-1.647, -5.203, 0.908], [-1.808, -6.165, -0.117], [-0.843, -7.144, -0.322], [0.318, -7.156, 0.466], [0.514, -6.177, 1.452], [-0.455, -5.196, 1.664], [-4.973, -2.707, 1.903], [-3.242, -5.544, 4.040], [-3.075, -5.510, 5.816], [-4.419, -6.400, 5.061], [-5.505, -4.811, 6.975], [-7.067, -2.609, 6.395], [-5.908, -1.177, 3.075], [-7.492, -1.692, 3.708], [-6.487, -0.591, 4.679], [-2.274, -3.939, 3.301], [-3.478, -4.115, 0.442], [-2.729, -6.125, -0.703], [-1.003, -7.898, -1.094], [1.071, -7.928, 0.307], [1.416, -6.177, 2.064], [-0.310, -4.390, 2.390]],
  "total_energy_ev": -32355.54099,
  "max_force_ev_per_a": 3.485,
  "charge": 1
}


# 2
{
  "formula": "C23H31N7O4Pb",
  "method": "ωB97M-V/def2-TZVPD",
  "species": ["C", "C", "O", "C", "C", "O", "C", "C", "C", "C", "O", "N", "O", "C", "C", "C", "C", "C", "C", "C", "C", "C", "C", "N", "C", "N", "C", "C", "C", "N", "N", "N", "N", "C", "H", "H", "H", "H", "H", "H", "H", "H", "H", "H", "H", "H", "H", "H", "H", "H", "H", "H", "H", "H", "H", "H", "H", "H", "H", "H", "H", "H", "H", "H", "H", "Pb"],
  "xyz": [[-2.072, -1.058, 5.914], [-1.377, -1.789, 4.798], [0.050, -1.767, 4.993], [0.750, -2.760, 4.304], [0.385, -2.755, 2.805], [1.498, -3.158, 2.065], [1.214, -3.407, 0.661], [0.113, -2.527, 0.123], [-1.105, -3.055, -0.221], [-2.112, -2.207, -0.735], [-3.313, -2.771, -1.066], [-3.822, -3.533, 0.102], [-4.303, -4.515, -0.231], [-1.912, -0.846, -0.903], [-3.027, 0.008, -1.450], [-2.628, 1.002, -2.524], [-1.595, 0.706, -3.409], [-1.211, 1.631, -4.374], [-1.852, 2.867, -4.454], [-1.405, 3.878, -5.476], [-2.900, 3.155, -3.585], [-3.278, 2.226, -2.623], [-0.666, -0.304, -0.505], [-0.497, 1.048, -0.585], [0.644, 1.541, -0.202], [0.872, 2.895, -0.370], [1.671, 0.716, 0.362], [2.956, 1.340, 0.843], [4.010, 1.521, -0.266], [3.628, 0.683, -1.436], [4.118, 2.939, -0.606], [5.306, 1.124, 0.232], [1.539, -0.598, 0.488], [0.346, -1.124, 0.016], [-3.109, -0.906, 5.624], [-1.647, -0.067, 6.045], [-2.040, -1.605, 6.850], [-1.635, -1.267, 3.869], [-1.766, -2.803, 4.685], [1.820, -2.501, 4.396], [0.633, -3.755, 4.731], [-0.509, -3.359, 2.707], [0.118, -1.678, 2.545], [2.147, -3.171, 0.158], [1.015, -4.457, 0.467], [-1.258, -4.116, -0.100], [-3.445, 0.556, -0.601], [-3.828, -0.632, -1.803], [-1.095, -0.252, -3.338], [-0.397, 1.397, -5.045], [-0.838, 4.663, -4.972], [-0.728, 3.443, -6.204], [-2.233, 4.360, -5.986], [-3.390, 4.114, -3.654], [-4.078, 2.455, -1.932], [0.051, 3.339, -0.766], [1.154, 3.377, 0.474], [2.764, 2.298, 1.318], [3.347, 0.685, 1.634], [2.982, 1.199, -2.023], [4.468, 0.514, -1.973], [4.887, 3.041, -1.259], [3.290, 3.239, -1.110], [5.333, 0.113, 0.321], [6.031, 1.374, -0.430], [1.933, -0.699, 2.690]],
  "total_energy_ev": -48202.98994,
  "max_force_ev_per_a": 1.959,
  "charge": 2
}


# 3
{
  "formula": "C23H31O8S2",
  "method": "ωB97M-V/def2-TZVPD",
  "species": ["C", "C", "O", "C", "C", "C", "O", "C", "C", "C", "C", "C", "C", "O", "H", "H", "H", "H", "H", "H", "H", "H", "H", "H", "H", "H", "H", "H", "H", "H", "H", "C", "O", "C", "C", "C", "C", "C", "C", "S", "O", "O", "C", "C", "C", "S", "O", "O", "C", "C", "H", "H", "H", "H", "H", "H", "H", "H", "H", "H", "H", "H", "H", "H"],
  "xyz": [[3.930, -1.834, 3.037], [3.210, -0.560, 2.663], [1.798, -0.793, 2.912], [1.022, 0.333, 2.917], [-0.361, -0.068, 3.181], [-1.488, 0.788, 2.971], [-1.459, 1.804, 2.275], [-2.829, 0.339, 3.617], [-3.673, -0.616, 2.779], [-3.293, -2.097, 2.800], [-1.949, -2.466, 2.145], [-0.789, -2.606, 3.119], [-0.476, -1.350, 3.951], [1.537, 1.446, 2.792], [4.977, -1.725, 2.751], [3.884, -1.991, 4.123], [3.510, -2.709, 2.525], [3.564, 0.285, 3.274], [3.326, -0.313, 1.595], [-2.643, -0.080, 4.616], [-3.414, 1.257, 3.752], [-4.697, -0.550, 3.175], [-3.697, -0.257, 1.740], [-3.333, -2.498, 3.824], [-4.071, -2.623, 2.228], [-2.063, -3.451, 1.663], [-1.697, -1.752, 1.350], [-0.999, -3.409, 3.843], [0.121, -2.886, 2.571], [0.501, -1.516, 4.432], [-1.230, -1.256, 4.747], [0.073, 9.069, 2.523], [0.271, 7.824, 3.231], [0.222, 6.657, 2.533], [0.090, 6.577, 1.127], [0.185, 5.355, 0.490], [0.472, 4.163, 1.208], [0.767, 2.933, 0.516], [1.446, 2.918, -0.653], [1.647, 1.463, -1.662], [2.866, 0.814, -1.233], [0.389, 0.755, -1.664], [1.903, 2.176, -3.310], [3.237, 2.879, -3.482], [3.753, 3.570, -2.238], [2.435, 4.292, -1.243], [1.623, 5.068, -2.167], [3.070, 4.905, -0.102], [0.450, 4.249, 2.615], [0.348, 5.450, 3.273], [0.089, 9.829, 3.310], [0.882, 9.268, 1.808], [-0.894, 9.099, 2.004], [-0.077, 7.471, 0.525], [-0.035, 5.327, -0.577], [0.490, 1.986, 0.953], [1.840, 1.288, -3.949], [1.054, 2.835, -3.527], [3.982, 2.151, -3.817], [3.147, 3.625, -4.277], [4.357, 2.925, -1.597], [4.323, 4.469, -2.493], [0.549, 3.320, 3.178], [0.371, 5.510, 4.356]],
  "total_energy_ev": -62403.75344,
  "max_force_ev_per_a": 1.790,
  "charge": -1
}


# 4
{
  "formula": "C23H32AsBrIN6O3Pt",
  "method": "ωB97M-V/def2-TZVPD",
  "species": ["Pt", "C", "N", "C", "N", "C", "N", "C", "N", "C", "C", "H", "H", "H", "H", "H", "H", "H", "H", "H", "H", "H", "H", "N", "C", "O", "C", "I", "H", "H", "H", "H", "Br", "C", "C", "N", "C", "C", "C", "C", "O", "O", "H", "H", "H", "C", "As", "C", "C", "C", "C", "C", "C", "C", "C", "H", "H", "H", "H", "H", "H", "H", "H", "H", "H", "H", "H", "H"],
  "xyz": [[-0.013, 0.483, 0.093], [3.115, -0.338, 0.692], [2.385, 0.680, -0.118], [2.792, 2.015, 0.399], [4.245, 2.123, 0.290], [4.948, 1.158, 1.150], [4.551, -0.139, 0.610], [4.990, -0.229, -0.788], [4.305, 0.790, -1.590], [2.866, 0.601, -1.526], [4.700, 2.111, -1.109], [2.873, -1.326, 0.300], [2.785, -0.275, 1.729], [2.492, 2.106, 1.442], [2.305, 2.792, -0.187], [4.627, 1.265, 2.184], [6.024, 1.300, 1.082], [4.753, -1.219, -1.178], [6.067, -0.081, -0.846], [2.619, -0.382, -1.927], [2.363, 1.369, -2.114], [4.212, 2.899, -1.678], [5.780, 2.235, -1.156], [-4.074, 2.471, 0.563], [-2.875, 1.985, 0.852], [-2.371, 1.056, 0.205], [-2.205, 2.645, 2.041], [-0.468, 1.583, 2.668], [-4.581, 2.099, -0.226], [-4.499, 3.218, 1.088], [-2.861, 2.671, 2.909], [-1.884, 3.650, 1.776], [-2.883, 5.403, -5.538], [-2.189, 4.015, -4.570], [-2.096, 2.713, -5.173], [-1.608, 1.696, -4.511], [-1.187, 1.873, -3.258], [-1.243, 3.115, -2.580], [-1.754, 4.196, -3.243], [-0.812, 3.262, -1.109], [-1.439, 4.070, -0.457], [0.183, 2.541, -0.726], [-2.428, 2.540, -6.192], [-0.798, 0.991, -2.761], [-1.825, 5.159, -2.752], [-0.107, -3.098, -0.945], [-0.517, -1.859, 0.485], [0.365, -2.636, 2.021], [-2.443, -2.147, 0.825], [-2.681, -3.357, 1.669], [-2.869, -3.229, 3.044], [-3.148, -4.339, 3.825], [-3.209, -5.599, 3.243], [-3.019, -5.738, 1.874], [-2.757, -4.625, 1.093], [-0.341, -4.106, -0.604], [0.951, -3.051, -1.203], [-0.699, -2.862, -1.828], [-0.002, -3.652, 2.158], [0.142, -2.054, 2.914], [1.443, -2.665, 1.868], [-2.891, -2.247, -0.164], [-2.817, -1.236, 1.288], [-2.820, -2.246, 3.501], [-3.325, -4.227, 4.886], [-3.404, -6.469, 3.855], [-3.088, -6.717, 1.419], [-2.652, -4.734, 0.018]],
  "spin_multiplicity": 5,
  "max_force_ev_per_a": 0.682,
  "s2": 6.03,
  "e_above_lowest_kj_mol": 0.0,
  "charge": 3
}


# 5
{
  "formula": "C23H32B2BrMgN6O2Se2",
  "method": "ωB97M-V/def2-TZVPD",
  "species": ["Mg", "C", "C", "N", "N", "C", "B", "N", "C", "C", "C", "N", "N", "C", "C", "C", "N", "H", "H", "H", "H", "H", "H", "H", "H", "H", "H", "C", "Se", "C", "C", "Se", "C", "H", "H", "H", "H", "H", "H", "H", "H", "H", "H", "C", "C", "C", "C", "C", "C", "C", "C", "O", "B", "O", "C", "C", "H", "H", "H", "H", "H", "H", "H", "H", "H", "H", "H", "H", "Br"],
  "xyz": [[0.810, 0.269, 1.866], [2.174, 4.381, 2.588], [2.269, 3.146, 1.933], [1.368, 2.300, 2.408], [0.679, 2.953, 3.366], [1.146, 4.206, 3.493], [-0.479, 2.270, 4.130], [0.039, 0.981, 4.792], [0.064, 0.656, 6.094], [0.648, -0.589, 6.218], [0.963, -0.954, 4.903], [0.586, -0.008, 4.055], [-1.586, 1.894, 3.123], [-2.900, 2.164, 3.132], [-3.468, 1.572, 2.019], [-2.392, 0.944, 1.377], [-1.269, 1.144, 2.054], [2.771, 5.263, 2.433], [2.944, 2.819, 1.158], [0.714, 4.873, 4.220], [-0.914, 3.020, 4.966], [-0.330, 1.337, 6.830], [0.836, -1.142, 7.121], [1.472, -1.826, 4.529], [-3.329, 2.760, 3.921], [-4.500, 1.598, 1.714], [-2.366, 0.362, 0.469], [-4.183, -2.447, 3.080], [-2.323, -2.257, 2.539], [-1.815, -4.115, 2.893], [-0.703, -4.567, 1.967], [0.850, -3.378, 2.108], [1.473, -3.569, 0.284], [-4.252, -2.785, 4.113], [-4.714, -3.135, 2.424], [-4.633, -1.458, 3.007], [-2.707, -4.728, 2.756], [-1.505, -4.197, 3.936], [-1.027, -4.557, 0.926], [-0.398, -5.581, 2.232], [1.813, -4.588, 0.107], [2.305, -2.873, 0.197], [0.683, -3.280, -0.400], [-0.136, 1.197, -7.191], [1.151, 0.944, -6.394], [2.024, -0.064, -7.154], [1.917, 2.265, -6.307], [0.806, 0.383, -5.011], [0.070, -0.802, -4.924], [-0.271, -1.383, -3.704], [0.146, -0.741, -2.560], [-0.042, -1.079, -1.255], [0.598, -0.087, -0.441], [1.157, 0.858, -1.367], [0.876, 0.435, -2.626], [1.218, 1.013, -3.832], [0.101, 1.622, -8.170], [-0.787, 1.894, -6.660], [-0.696, 0.275, -7.352], [2.288, 0.326, -8.141], [1.505, -1.013, -7.292], [2.945, -0.265, -6.604], [2.127, 2.631, -7.314], [2.870, 2.145, -5.789], [1.339, 3.030, -5.785], [-0.249, -1.295, -5.834], [-0.841, -2.302, -3.654], [1.790, 1.930, -3.837], [3.284, -0.795, 2.117]],
  "max_force_ev_per_a": 0.383,
  "e_above_lowest_kj_mol": 20.4,
  "charge": -1
}


# 6
{
  "formula": "C23H32BrF2NO13P",
  "method": "ωB97M-V/def2-TZVPD",
  "species": ["O", "C", "F", "N", "C", "P", "O", "Br", "C", "O", "F", "H", "H", "O", "C", "O", "C", "C", "C", "H", "H", "H", "H", "H", "H", "O", "C", "O", "C", "C", "C", "H", "H", "H", "H", "H", "H", "O", "C", "O", "C", "C", "C", "H", "H", "H", "H", "H", "H", "O", "C", "O", "C", "C", "C", "H", "H", "H", "H", "H", "H", "O", "C", "O", "C", "C", "C", "H", "H", "H", "H", "H", "H"],
  "xyz": [[-3.511, 2.969, 0.456], [-4.034, 2.414, -0.458], [-5.349, 2.600, -0.683], [-3.404, 1.559, -1.364], [-4.303, 0.375, -1.836], [-3.204, -0.872, -2.403], [-2.224, -1.306, -1.099], [-4.652, -2.628, -2.365], [-2.851, 2.241, -2.434], [-1.807, 2.032, -2.953], [-3.625, 3.263, -2.886], [-4.783, 0.027, -0.917], [-1.845, -0.481, -0.762], [-3.858, 9.532, -3.019], [-3.522, 8.391, -2.880], [-4.063, 7.382, -3.589], [-3.540, 6.109, -3.140], [-2.214, 6.444, -2.471], [-2.491, 7.839, -1.910], [-4.254, 5.669, -2.446], [-3.434, 5.452, -3.995], [-1.919, 5.709, -1.726], [-1.424, 6.499, -3.221], [-2.941, 7.802, -0.917], [-1.613, 8.478, -1.889], [-4.137, -0.856, 1.396], [-3.912, -1.941, 1.838], [-4.351, -3.083, 1.261], [-4.055, -4.216, 2.095], [-2.882, -3.771, 2.964], [-3.160, -2.277, 3.113], [-4.947, -4.456, 2.681], [-3.808, -5.063, 1.460], [-2.808, -4.300, 3.914], [-1.959, -3.929, 2.414], [-3.814, -2.065, 3.962], [-2.261, -1.670, 3.185], [-0.667, -5.042, 0.970], [0.183, -4.280, 0.601], [-0.131, -3.247, -0.192], [1.043, -2.527, -0.582], [2.077, -2.858, 0.480], [1.682, -4.285, 0.876], [1.339, -2.866, -1.578], [0.797, -1.469, -0.635], [3.101, -2.759, 0.123], [1.952, -2.192, 1.336], [2.151, -5.041, 0.243], [1.876, -4.513, 1.921], [5.090, -2.530, -0.752], [5.889, -2.832, 0.083], [5.582, -2.858, 1.399], [6.749, -3.153, 2.183], [7.704, -3.861, 1.227], [7.349, -3.206, -0.108], [7.157, -2.212, 2.557], [6.451, -3.767, 3.029], [8.748, -3.760, 1.514], [7.466, -4.925, 1.189], [7.915, -2.290, -0.283], [7.462, -3.870, -0.959], [1.431, 0.174, 2.554], [1.791, 0.836, 1.627], [2.950, 0.578, 0.971], [3.193, 1.577, -0.033], [1.822, 2.179, -0.334], [1.117, 2.051, 1.017], [3.891, 2.312, 0.375], [3.648, 1.098, -0.897], [1.876, 3.195, -0.718], [1.305, 1.568, -1.074], [1.305, 2.907, 1.667], [0.047, 1.888, 0.931]],
  "total_energy_ev": -137246.48616,
  "max_force_ev_per_a": 0.554,
  "charge": -1
}


# 7
{
  "formula": "C23H32CdCl2N3O7PS2",
  "method": "ωB97M-V/def2-TZVPD",
  "species": ["Cd", "Cl", "C", "Cl", "H", "H", "O", "C", "C", "C", "C", "C", "C", "C", "O", "N", "N", "C", "S", "C", "C", "S", "H", "H", "H", "H", "H", "H", "H", "H", "H", "C", "C", "C", "O", "C", "O", "O", "H", "H", "H", "H", "H", "H", "H", "O", "N", "C", "C", "C", "C", "C", "H", "H", "H", "H", "H", "C", "P", "C", "C", "O", "H", "H", "H", "H", "H", "H", "H", "H", "H"],
  "xyz": [[0.360, -0.336, 0.067], [-0.125, -0.597, 3.491], [-0.905, 0.991, 3.499], [-0.080, 2.147, 4.579], [-1.914, 0.872, 3.873], [-0.878, 1.366, 2.480], [-5.087, -1.497, 0.795], [-5.073, -0.175, 1.029], [-6.279, 0.446, 1.352], [-6.332, 1.806, 1.609], [-5.173, 2.571, 1.550], [-3.973, 1.957, 1.227], [-3.889, 0.590, 0.957], [-2.574, 0.002, 0.618], [-1.547, 0.793, 0.546], [-2.541, -1.296, 0.400], [-1.307, -1.819, 0.128], [-1.329, -3.059, -0.397], [-2.849, -3.906, -0.730], [-2.020, -5.394, -1.397], [-0.533, -5.121, -1.598], [0.032, -4.168, -0.163], [-4.143, -1.759, 0.604], [-7.167, -0.172, 1.396], [-7.280, 2.267, 1.861], [-5.203, 3.633, 1.757], [-3.055, 2.530, 1.180], [-2.497, -5.671, -2.339], [-2.158, -6.205, -0.682], [-0.366, -4.528, -2.499], [0.036, -6.049, -1.662], [3.093, -3.132, -2.766], [2.552, -1.804, -2.248], [2.904, -0.660, -3.189], [1.128, -1.855, -2.196], [3.177, -1.498, -0.862], [4.407, -1.535, -0.778], [2.386, -1.203, 0.094], [2.688, -3.327, -3.762], [2.792, -3.947, -2.104], [4.180, -3.107, -2.804], [2.512, -0.873, -4.188], [3.987, -0.552, -3.244], [2.461, 0.270, -2.827], [0.885, -2.577, -1.586], [1.440, 1.401, 1.236], [2.498, 1.787, 0.572], [2.390, 2.806, -0.303], [3.478, 3.218, -1.035], [4.695, 2.569, -0.883], [4.782, 1.524, 0.019], [3.672, 1.153, 0.749], [1.394, 3.212, -0.381], [3.356, 4.033, -1.735], [5.555, 2.864, -1.470], [5.688, 0.950, 0.149], [3.639, 0.324, 1.436], [-1.740, -0.331, -2.800], [-0.782, 1.178, -2.693], [-1.929, 2.481, -2.229], [-0.255, 1.530, -4.383], [0.417, 1.126, -1.787], [-2.492, -0.230, -3.585], [-2.239, -0.533, -1.851], [-1.068, -1.162, -3.020], [-2.809, 2.490, -2.874], [-1.425, 3.447, -2.280], [-2.221, 2.280, -1.197], [-1.108, 1.607, -5.059], [0.399, 0.721, -4.710], [0.308, 2.463, -4.398]],
  "spin_multiplicity": 2,
  "max_force_ev_per_a": 0.144,
  "s2": 0.77,
  "e_above_lowest_kj_mol": 0.0,
  "charge": -1
}